# 1
{
  "formula": "C32H69N2O",
  "method": "ωB97M-V/def2-TZVPD",
  "symbols": ["C", "C", "C", "C", "C", "C", "C", "C", "C", "C", "C", "C", "N", "C", "C", "C", "C", "N", "O", "C", "C", "C", "C", "H", "H", "H", "H", "H", "H", "H", "H", "H", "H", "H", "H", "H", "H", "H", "H", "H", "H", "H", "H", "H", "H", "H", "H", "H", "H", "H", "H", "H", "H", "H", "H", "H", "H", "H", "H", "H", "H", "H", "H", "H", "C", "C", "C", "C", "C", "C", "H", "H", "H", "H", "H", "H", "H", "H", "H", "H", "H", "H", "H", "H", "C", "C", "C", "C", "C", "C", "H", "H", "H", "H", "H", "H", "H", "H", "H", "H", "H", "H", "H", "H"],
  "positions_angstrom": [[-2.7248, -1.5125, 1.3645], [-2.0993, -2.4769, 2.3841], [-0.9392, -1.8733, 3.1926], [0.4506, -2.1422, 2.5817], [0.7998, -1.0104, 1.6141], [1.9632, -1.3107, 0.6582], [1.7605, -0.7970, -0.7647], [1.2896, 0.6509, -0.8226], [0.9357, 1.0881, -2.2598], [-0.5090, 1.5966, -2.4509], [-0.6337, 2.9475, -3.1868], [-0.3121, 4.2450, -2.4075], [-0.9923, 5.3003, -3.2212], [1.2039, 4.5720, -2.5098], [2.0457, 4.6454, -1.2160], [3.3872, 3.9215, -1.4897], [2.4165, 6.1062, -0.9605], [1.4414, 3.9675, -0.0409], [2.1839, 4.1023, 1.0015], [0.0205, 4.2313, 0.2659], [-0.4702, 3.0781, 1.1974], [-0.1624, 5.5097, 1.1030], [-0.9088, 4.2770, -0.9720], [-2.1928, -1.6001, 0.4216], [-2.6281, -0.4731, 1.6645], [-3.7690, -1.7391, 1.1917], [-1.7318, -3.3473, 1.8506], [-2.8818, -2.7856, 3.0691], [-1.0804, -0.7950, 3.1919], [-0.9609, -2.1829, 4.2345], [1.1608, -2.0912, 3.4025], [0.4679, -3.1042, 2.0803], [0.9882, -0.0899, 2.1568], [-0.0876, -0.8201, 1.0161], [2.2163, -2.3679, 0.6656], [2.8426, -0.7916, 1.0389], [2.7433, -0.8240, -1.2388], [1.1354, -1.4651, -1.3560], [2.0683, 1.2645, -0.3846], [0.3788, 0.7212, -0.2455], [1.6722, 1.7825, -2.6472], [1.0411, 0.1813, -2.8480], [-1.0882, 1.5778, -1.5361], [-0.9860, 0.8558, -3.0883], [-0.0829, 2.8936, -4.1175], [-1.6784, 3.0596, -3.4828], [-1.9881, 5.0989, -3.1915], [-0.8334, 6.1977, -2.7736], [1.6387, 3.8645, -3.1982], [1.2959, 5.5320, -3.0013], [4.1353, 4.3379, -0.8211], [3.3106, 2.8693, -1.2463], [3.7137, 4.0917, -2.5073], [3.0187, 6.2419, -0.0705], [3.0262, 6.4108, -1.8054], [1.5553, 6.7658, -0.9752], [0.3923, 2.5598, 1.6003], [-1.0576, 2.3385, 0.6698], [-0.9975, 3.4710, 2.0553], [0.1234, 5.3027, 2.1251], [0.3644, 6.3676, 0.7010], [-1.2161, 5.7618, 1.1242], [-1.4615, 5.2026, -0.8968], [-1.6638, 3.5035, -0.9354], [2.5309, -4.6276, 4.2401], [1.5948, -4.3980, 5.4223], [2.1426, -3.4065, 6.4469], [3.4449, -3.8332, 7.1259], [3.3814, -5.1744, 7.8549], [2.3772, -5.1941, 9.0038], [3.4819, -5.0625, 4.5517], [2.0771, -5.3131, 3.5223], [2.7385, -3.6890, 3.7245], [1.3679, -5.3540, 5.9020], [0.6426, -4.0134, 5.0455], [1.3774, -3.2240, 7.2069], [2.3094, -2.4428, 5.9539], [3.7352, -3.0551, 7.8389], [4.2474, -3.8726, 6.3839], [4.3747, -5.3980, 8.2528], [3.1473, -5.9774, 7.1508], [2.6150, -4.4246, 9.7411], [2.3913, -6.1597, 9.5114], [1.3583, -5.0240, 8.6527], [-5.4989, -3.2186, -5.9966], [-4.4940, -2.5391, -6.9225], [-3.0588, -2.5852, -6.4013], [-2.8328, -1.8661, -5.0704], [-3.2188, -0.3879, -5.0631], [-2.4080, 0.4525, -6.0394], [-5.5467, -2.7282, -5.0232], [-6.5006, -3.1887, -6.4275], [-5.2338, -4.2657, -5.8369], [-4.8000, -1.5042, -7.0985], [-4.5233, -3.0343, -7.8966], [-2.3930, -2.1655, -7.1606], [-2.7569, -3.6308, -6.2848], [-1.7752, -1.9579, -4.8019], [-3.3871, -2.3794, -4.2795], [-3.0645, 0.0058, -4.0541], [-4.2858, -0.2734, -5.2732], [-1.3410, 0.3827, -5.8152], [-2.6991, 1.5020, -5.9700], [-2.5678, 0.1325, -7.0700]],
  "e_lumo_ev": [0.65, 0.19],
  "e_homo_ev": [-8.53, -9.40],
  "multiplicity": 2,
  "total_charge": 0,
  "e_tot_ev": -39329.0750,
  "s_squared": 0.75
}

---

# 2
{
  "formula": "C3H9N2O",
  "method": "ωB97M-V/def2-TZVPD",
  "symbols": ["C", "C", "C", "N", "N", "O", "H", "H", "H", "H", "H", "H", "H", "H", "H"],
  "positions_angstrom": [[-1.3286, -0.6906, -1.2360], [1.0711, 0.0991, -0.3177], [-0.3815, 0.4105, -0.4833], [1.3501, -0.4617, 1.0193], [-0.8933, 0.6400, 0.8865], [-2.3514, -1.0949, -0.7646], [-1.0523, -0.9426, -2.3069], [1.7308, 0.9074, -0.5938], [1.4122, -0.6947, -1.1884], [-0.4783, 1.1347, -1.2138], [1.9456, 0.0411, 1.6698], [1.6906, -1.4075, 1.0268], [-1.9250, 0.4222, 1.0221], [-0.7171, 1.6185, 1.1573], [-0.0727, 0.0183, 1.3228]],
  "e_lumo_ev": [-3.37, -7.00],
  "e_homo_ev": [-10.56, -15.66],
  "multiplicity": 3,
  "total_charge": 1,
  "e_tot_ev": -8272.8444,
  "s_squared": 2.01
}

---

# 3
{
  "formula": "C2H3ClO2P",
  "method": "ωB97M-V/def2-TZVPD",
  "symbols": ["C", "C", "O", "O", "P", "Cl", "H", "H", "H"],
  "positions_angstrom": [[1.4881, 0.3394, -0.2982], [0.4037, 0.0554, 0.4252], [-1.8888, -1.1968, 1.1319], [-1.3647, -1.1349, -1.4195], [-1.2323, -0.5448, -0.0642], [-1.9440, 1.4418, -0.0658], [2.3500, 0.6214, 0.1364], [1.5568, 0.3033, -1.3659], [0.6313, 0.1150, 1.5200]],
  "e_lumo_ev": 3.95,
  "e_homo_ev": -5.28,
  "multiplicity": 1,
  "total_charge": -1,
  "smiles": "C=C[P@](=O)([O-])Cl",
  "e_tot_ev": -28032.5007
}